ORCA calculation (ωB97M-V/def2-TZVPD) on a molecular structure, C17H30Cl2N3O3Ti in a non-equilibrium geometry.

The geometry in XYZ format:
```
56
Properties=species:S:1:pos:R:3
O 0.936 1.978 -2.375
C 0.969 1.590 -3.595
C 1.728 2.417 -4.505
C 2.354 3.568 -3.990
H 2.229 3.802 -2.935
C 3.124 4.376 -4.812
H 3.583 5.257 -4.369
C 3.285 4.055 -6.165
H 3.878 4.706 -6.803
C 2.671 2.912 -6.700
H 2.806 2.653 -7.752
C 1.891 2.106 -5.878
H 1.411 1.206 -6.253
H 0.597 0.593 -3.855
C -1.908 1.472 -2.882
C -1.152 0.476 -2.095
H -2.982 1.458 -2.632
H -1.812 1.272 -3.963
H -1.544 2.493 -2.696
C -1.523 -0.699 -1.595
C -2.969 -1.068 -1.349
H -0.820 -1.514 -1.381
H -3.619 -0.723 -2.167
H -3.364 -0.624 -0.420
H -3.071 -2.156 -1.269
Ti 0.552 1.038 -0.815
Cl 0.093 3.126 0.061
Cl 2.015 -0.500 -1.964
C -1.454 0.843 1.551
O -0.492 0.355 0.897
N -1.863 0.328 2.709
C -1.270 -0.849 3.347
C -2.923 0.979 3.455
H -2.000 1.717 1.158
H -0.493 -1.290 2.723
H -2.063 -1.584 3.535
H -0.861 -0.571 4.329
H -3.277 1.845 2.890
H -2.565 1.306 4.443
H -3.756 0.281 3.616
H 0.028 -5.172 1.026
H 2.420 -5.703 -0.110
C -0.149 -4.523 0.155
C 2.030 -5.065 -0.919
N 1.111 -4.060 -0.407
H -0.741 -3.654 0.457
C 1.566 -2.828 -0.125
O 0.923 -1.966 0.503
H 2.870 -4.548 -1.394
H 2.577 -2.642 -0.519
H -0.685 -5.099 -0.608
H 1.525 -5.704 -1.652
N 2.040 0.706 0.682
H 2.966 0.812 0.267
H 1.911 1.357 1.455
H 1.921 -0.267 1.006
```

As for the spin multiplicity: 2. As for the total energy: -2825.67076 Ha. The LUMO energy (alpha / beta) comes out at 0.20 / 0.33 eV. The energy above the lowest of the compared OMol25 structures with the same formula, charge and spin is 0.0 kcal per mole.